No. 1
{
  "formula": "C31H39Cl2N7O8PrS",
  "method": "ωB97M-V/def2-TZVPD",
  "elements": ["Pr", "C", "O", "C", "C", "O", "C", "C", "O", "C", "H", "H", "H", "H", "H", "H", "H", "H", "H", "H", "H", "H", "H", "H", "C", "N", "C", "C", "N", "N", "C", "N", "N", "H", "H", "H", "H", "H", "H", "H", "H", "H", "H", "H", "Cl", "C", "C", "C", "C", "C", "Cl", "C", "N", "C", "C", "C", "C", "C", "C", "C", "C", "O", "O", "H", "H", "H", "H", "H", "H", "H", "H", "H", "H", "O", "C", "N", "S", "O", "O", "C", "C", "C", "C", "C", "C", "H", "H", "H", "H"],
  "positions_angstrom": [[-0.0377, -0.4466, 0.1292], [-3.7548, -0.6089, 0.1269], [-2.5732, -0.7124, 0.9433], [-2.8346, -0.3044, 2.2872], [-1.7172, -0.7786, 3.1525], [-0.4730, -0.2424, 2.7081], [0.1035, 0.8121, 3.4870], [-0.4755, 2.1322, 3.0588], [-0.7152, 2.0468, 1.6719], [-1.3331, 3.2424, 1.1798], [-4.5383, -1.2308, 0.5539], [-3.5122, -0.9444, -0.8682], [-4.0902, 0.4291, 0.0888], [-3.7597, -0.7573, 2.6317], [-2.9406, 0.7778, 2.3171], [-1.6391, -1.8549, 3.0747], [-1.9014, -0.5102, 4.1898], [1.1625, 0.7839, 3.2942], [-0.0612, 0.6228, 4.5418], [0.2259, 2.9364, 3.2841], [-1.4146, 2.3516, 3.5720], [-0.6178, 4.0716, 1.1755], [-2.1786, 3.5098, 1.8139], [-1.6766, 3.0513, 0.1735], [1.0914, -5.3034, -1.7730], [1.2474, -4.2327, -2.7552], [1.6161, -4.5881, -4.1235], [1.0973, -2.9444, -2.3492], [0.5433, -2.5867, -1.2485], [1.6020, -2.0028, -3.2407], [1.7834, -0.6458, -3.0050], [2.3323, 0.0077, -4.0694], [1.4971, -0.1059, -1.8864], [1.7540, -6.1221, -2.0398], [0.0702, -5.6881, -1.7235], [1.3849, -4.9508, -0.7877], [2.6817, -4.4389, -4.3315], [1.0215, -4.0382, -4.8531], [1.4029, -5.6405, -4.2753], [0.1687, -3.3796, -0.7531], [2.0266, -2.3599, -4.0687], [2.5637, -0.4514, -4.9283], [2.5771, 0.9747, -3.9785], [1.7747, 0.8609, -1.8726], [-1.1410, 6.0248, -2.1054], [-2.5396, 5.8106, -1.0896], [-2.8983, 6.8380, -0.2394], [-4.0051, 6.6924, 0.5804], [-4.7071, 5.5008, 0.5720], [-4.3130, 4.4619, -0.2569], [-5.1528, 2.9499, -0.0786], [-3.2448, 4.5988, -1.1580], [-2.8023, 3.5930, -2.0197], [-3.5716, 2.8299, -2.9216], [-4.8873, 3.1707, -3.2299], [-5.6566, 2.3691, -4.0575], [-5.1166, 1.2177, -4.6131], [-3.7905, 0.9123, -4.3498], [-2.9957, 1.7063, -3.5242], [-1.5342, 1.3107, -3.3473], [-1.2298, 0.7001, -1.9995], [-1.4713, -0.5171, -1.7862], [-0.7052, 1.4360, -1.0868], [-2.3169, 7.7511, -0.2359], [-4.3123, 7.5029, 1.2339], [-5.5564, 5.3522, 1.2277], [-1.8174, 3.6046, -2.1923], [-5.3095, 4.0781, -2.8119], [-6.6810, 2.6524, -4.2719], [-5.7105, 0.5785, -5.2576], [-3.3433, 0.0326, -4.8076], [-0.8484, 2.1435, -3.5171], [-1.3340, 0.5412, -4.0900], [3.5872, 0.1279, -0.0247], [3.1105, -0.7473, 0.6456], [1.9327, -0.6188, 1.4138], [1.5269, -2.0395, 2.1010], [1.5190, -2.0569, 3.5276], [0.2761, -2.4712, 1.4386], [2.8876, -2.9696, 1.4946], [3.2220, -4.2886, 1.7468], [4.4055, -4.7492, 1.1874], [5.2182, -3.9070, 0.4228], [4.8661, -2.5807, 0.1970], [3.6857, -2.1255, 0.7468], [2.5926, -4.9331, 2.3555], [4.7108, -5.7754, 1.3631], [6.1461, -4.2915, 0.0141], [5.4895, -1.9086, -0.3855]],
  "lowdin_spin": [2.010, 0.000, -0.001, 0.000, 0.000, -0.001, 0.000, 0.000, -0.001, 0.000, 0.000, 0.000, 0.000, 0.000, 0.000, 0.000, 0.000, 0.000, 0.000, 0.000, 0.000, 0.000, 0.000, 0.000, 0.000, 0.000, 0.000, 0.000, -0.003, 0.000, 0.000, 0.000, -0.002, 0.000, 0.000, 0.000, 0.000, 0.000, 0.000, 0.000, 0.000, 0.000, 0.000, 0.000, 0.000, 0.000, 0.000, 0.000, 0.000, 0.000, 0.000, 0.000, 0.000, 0.000, 0.000, 0.000, 0.000, 0.000, 0.000, 0.000, 0.000, 0.000, -0.003, 0.000, 0.000, 0.000, 0.000, 0.000, 0.000, 0.000, 0.000, 0.000, 0.000, 0.002, 0.001, -0.001, 0.000, 0.000, -0.002, 0.000, 0.000, 0.000, 0.000, 0.000, 0.000, 0.000, 0.000, 0.000, 0.000],
  "multiplicity": 3,
  "total_charge": 1,
  "s_squared": 2.002
}


No. 2
{
  "formula": "C31H39FNO9PS",
  "method": "ωB97M-V/def2-TZVPD",
  "elements": ["O", "C", "F", "N", "C", "O", "C", "C", "C", "P", "S", "C", "C", "C", "C", "O", "C", "C", "C", "C", "C", "C", "C", "O", "H", "H", "H", "H", "H", "H", "H", "H", "H", "C", "C", "C", "O", "H", "H", "H", "H", "H", "H", "C", "C", "C", "O", "H", "H", "H", "H", "H", "H", "C", "C", "C", "O", "H", "H", "H", "H", "H", "H", "C", "C", "C", "O", "H", "H", "H", "H", "H", "H", "C", "C", "C", "O", "H", "H", "H", "H", "H", "H"],
  "positions_angstrom": [[7.1213, -0.5664, 3.3577], [7.0055, 0.3431, 2.5983], [6.4478, 0.1270, 1.3502], [7.4644, 1.6527, 2.9653], [6.3891, 2.6683, 2.8553], [6.6985, 3.7662, 2.4803], [4.9455, 2.2668, 3.2546], [4.7614, 1.5609, 4.5301], [3.4492, 1.1004, 4.9914], [3.3910, 0.1823, 6.6112], [3.4804, -1.7624, 6.3421], [2.2437, 1.3491, 4.1559], [2.4045, 2.0984, 2.8786], [3.7457, 2.5434, 2.4450], [1.1804, 2.4407, 1.9552], [1.3489, 2.9470, 0.8633], [-0.2422, 2.0868, 2.4327], [-1.4759, 2.4204, 1.7071], [-2.8187, 2.0329, 2.1702], [-2.9609, 1.2742, 3.4385], [-1.7364, 0.9584, 4.1638], [-0.3836, 1.3296, 3.6958], [0.8327, 0.8838, 4.5771], [0.5832, 0.1668, 5.5225], [7.7994, 1.5683, 3.9310], [5.6717, 1.3509, 5.1563], [4.4565, 0.5657, 7.4925], [2.1797, 0.4389, 7.3302], [3.9144, 3.0870, 1.4819], [-1.3968, 3.0000, 0.7501], [-3.7460, 2.2621, 1.6008], [-3.9623, 0.9517, 3.8261], [-1.8232, 0.3684, 5.1138], [-2.8298, -2.3152, -0.6953], [-2.2396, -1.2001, 0.1270], [-0.9150, -0.6479, -0.3207], [-2.8152, -0.7694, 1.1084], [-3.7842, -2.6175, -0.2621], [-3.0028, -1.9722, -1.7172], [-2.1568, -3.1748, -0.6945], [-1.0077, -0.2345, -1.3259], [-0.1591, -1.4357, -0.3049], [-0.6057, 0.1474, 0.3586], [6.1100, -0.3228, -1.5321], [5.5960, 0.4073, -2.7445], [6.0270, 1.8408, -2.9221], [4.8648, -0.1348, -3.5464], [5.7212, -1.3416, -1.5319], [7.2006, -0.3638, -1.5572], [5.7729, 0.1796, -0.6285], [7.1138, 1.8947, -3.0081], [5.6866, 2.4394, -2.0749], [5.5834, 2.2413, -3.8343], [-4.6360, -0.1090, -4.1714], [-5.1692, -1.4985, -4.4118], [-6.0342, -1.7073, -5.6281], [-4.9122, -2.4115, -3.6568], [-4.0312, -0.1053, -3.2639], [-4.0097, 0.1996, -5.0106], [-5.4647, 0.5903, -4.0433], [-5.4696, -1.4692, -6.5316], [-6.9243, -1.0785, -5.5641], [-6.3458, -2.7511, -5.6749], [0.3927, 1.2757, -5.0507], [0.5682, 0.1955, -4.0146], [1.8192, -0.6361, -4.0886], [-0.2681, 0.0048, -3.1544], [-0.5511, 1.7941, -4.8766], [1.2079, 1.9977, -4.9768], [0.3710, 0.8336, -6.0486], [2.6977, -0.0004, -3.9729], [1.8603, -1.1622, -5.0442], [1.8122, -1.3720, -3.2841], [-7.0519, -2.7533, -0.9832], [-7.9951, -3.3750, 0.0137], [-7.4360, -3.7233, 1.3698], [-9.1565, -3.5866, -0.2628], [-7.5872, -2.5558, -1.9123], [-6.6677, -1.8087, -0.5926], [-6.2277, -3.4373, -1.1933], [-7.0680, -2.8218, 1.8634], [-6.6285, -4.4503, 1.2638], [-8.2236, -4.1619, 1.9834]],
  "mulliken_charge": [-0.457, 0.515, -0.192, -0.231, -0.039, -0.428, 0.432, -0.303, 0.155, 0.158, -0.405, 0.158, -0.001, -0.726, 0.635, -0.662, 0.474, -0.352, -0.555, -0.501, -0.610, 0.304, 0.586, -0.601, 0.372, 0.125, 0.111, 0.093, 0.451, 0.312, 0.393, 0.379, 0.311, -0.909, 0.695, -0.157, -0.505, 0.143, 0.183, 0.378, 0.111, 0.411, -0.216, -0.868, 0.859, -1.114, -0.590, 0.323, 0.342, 0.140, 0.347, 0.278, 0.314, -0.941, 0.917, -1.269, -0.495, 0.129, 0.337, 0.336, 0.366, 0.332, 0.312, -1.151, 0.759, -0.809, -0.588, 0.286, 0.333, 0.343, 0.135, 0.352, 0.248, -0.857, 0.677, -1.075, -0.566, 0.292, 0.321, 0.290, 0.292, 0.306, 0.323],
  "smiles": "O=C(F)NC(=O)c1cc([PH2]=S)c2c(c1)C(=O)c1ccccc1C2=O.CC(C)=O.CC(C)=O.CC(C)=O.CC(C)=O.CC(C)=O"
}


No. 3
{
  "formula": "C31H39GaN5S",
  "method": "ωB97M-V/def2-TZVPD",
  "elements": ["Ga", "N", "N", "C", "C", "C", "C", "H", "H", "H", "C", "C", "H", "H", "H", "C", "C", "H", "H", "H", "C", "H", "H", "H", "C", "H", "H", "H", "C", "H", "C", "H", "C", "H", "C", "H", "C", "C", "H", "C", "C", "H", "C", "H", "N", "C", "C", "C", "H", "C", "C", "H", "H", "H", "C", "H", "C", "C", "H", "H", "H", "C", "H", "H", "H", "S", "C", "N", "C", "C", "N", "H", "H", "H", "H", "H", "H"],
  "positions_angstrom": [[-0.7155, -0.1925, 0.1554], [0.3204, -2.5255, 3.5580], [0.3267, -2.6706, -1.0643], [1.4125, 1.7889, -0.0743], [2.5857, 1.1658, 0.3589], [2.4374, 0.7602, 1.7224], [3.4495, 0.0758, 2.5674], [4.3921, -0.0748, 2.0260], [3.0861, -0.9068, 2.9060], [3.6734, 0.6646, 3.4713], [1.1499, 1.0832, 2.1446], [0.6428, 0.7519, 3.5029], [1.4449, 0.9565, 4.2587], [0.4042, -0.3370, 3.5979], [-0.2524, 1.3543, 3.7659], [0.3913, 1.6555, 0.9987], [-0.6118, 2.7558, 1.2578], [-1.4060, 2.4230, 1.9423], [-1.0932, 3.1179, 0.3345], [-0.1149, 3.6299, 1.7337], [3.8407, 1.0255, -0.4106], [4.4813, 1.9118, -0.2744], [3.6407, 0.9159, -1.4853], [4.4105, 0.1504, -0.0714], [1.2836, 2.5646, -1.3336], [0.2802, 2.9935, -1.4477], [1.4883, 1.9498, -2.2263], [2.0104, 3.3993, -1.3659], [0.0230, -3.6227, 4.2698], [0.5057, -3.6611, 5.2262], [-0.8909, -4.6285, 3.8715], [-1.2827, -5.3704, 4.5749], [-1.3694, -4.6169, 2.5485], [-2.0715, -5.3605, 2.1941], [-0.8860, -3.6912, 1.6729], [-0.8530, -3.7332, 0.5679], [-0.0720, -2.5956, 2.2136], [0.1029, -1.5222, 1.3477], [1.2258, -1.3587, 0.9894], [-0.0749, -1.3966, -1.3629], [0.9545, -3.2058, -2.1040], [1.4796, -4.1575, -2.0500], [0.8127, -2.4036, -3.2286], [1.0918, -2.6433, -4.2484], [0.1343, -1.2341, -2.8117], [0.0136, -0.0669, -3.6449], [1.1042, 0.3110, -4.4613], [1.0056, 1.4769, -5.2319], [1.8660, 1.7695, -5.8506], [-0.1490, 2.2704, -5.2282], [-0.2962, 3.4898, -6.0867], [-0.8219, 4.2821, -5.5573], [-0.8782, 3.2961, -6.9904], [0.6667, 3.8779, -6.4088], [-1.1900, 1.8701, -4.3826], [-2.0867, 2.4903, -4.3146], [-1.1637, 0.6932, -3.6321], [-2.3462, 0.3187, -2.7842], [-2.4145, -0.7551, -2.5631], [-3.2850, 0.6163, -3.2866], [-2.3372, 0.8620, -1.8188], [2.4312, -0.4018, -4.4259], [2.4147, -1.4256, -4.8368], [2.8562, -0.4512, -3.4036], [3.1529, 0.1588, -5.0594], [-2.9090, -0.3629, 0.8281], [-3.0608, -0.1188, 2.5290], [-2.3886, -0.6962, 3.5556], [-2.9542, -0.3549, 4.8399], [-4.1110, 0.5761, 4.4874], [-4.0287, 0.6467, 3.0472], [-1.5903, -1.3255, 3.4476], [-2.2117, 0.1414, 5.4759], [-3.3104, -1.2551, 5.3526], [-3.9945, 1.5678, 4.9339], [-5.0734, 0.1583, 4.7968], [-4.6984, 1.1558, 2.4546]],
  "mulliken_charge": [-1.175, -0.343, -0.175, -0.164, 1.152, 0.237, -1.715, 0.430, 0.248, 0.275, -0.521, -0.737, 0.459, -0.039, 0.149, 2.749, -1.578, 0.288, 0.307, 0.356, -2.024, 0.286, 0.283, 0.401, -1.496, 0.176, 0.034, 0.385, -0.444, 0.415, -0.616, 0.310, -0.330, 0.370, -0.684, 0.126, -0.484, 1.941, -0.115, -0.034, -1.532, 0.427, -0.252, 0.667, 0.364, 0.480, 1.108, -1.011, 0.233, 0.686, -1.582, 0.370, 0.298, 0.370, -0.816, 0.360, 1.443, -1.703, 0.389, 0.581, 0.022, -1.729, 0.376, 0.271, 0.349, -0.631, 0.503, 0.237, -0.639, -0.557, -0.176, -0.175, 0.303, 0.380, 0.300, 0.322, 0.257],
  "total_charge": -1
}


Short version: E_HOMO = -9.809, -8.542, -0.960 eV, in the order given.
Short version: frontier orbital gap = 7.8, 6.7, 3.1 eV, in the order given.